The following is a DFT calculation (ωB97M-V/def2-TZVPD) of a single C26H39FN4O5S molecule.

CARTESIAN COORDINATES (ANGSTROEM)
C1 3.435 -1.802 -0.392
S1 3.542 -0.034 -0.793
C2 3.367 -0.087 -2.617
C3 2.200 0.771 -3.088
C4 0.853 0.186 -2.627
N1 0.450 -0.885 -3.508
C5 0.359 -2.172 -3.099
O1 0.815 -2.581 -2.053
O2 -0.255 -2.904 -4.038
C6 -0.403 -4.336 -3.883
C7 -1.121 -4.772 -5.160
C8 0.969 -5.004 -3.786
C9 -1.256 -4.651 -2.655
C10 -0.253 1.248 -2.656
O3 -1.084 1.232 -3.549
N2 -0.251 2.182 -1.688
C11 0.626 2.253 -0.540
C12 -0.158 1.927 0.731
C13 -1.346 2.887 0.875
C14 -2.067 2.567 2.176
O4 -1.999 3.302 3.148
N3 -2.740 1.403 2.199
C15 -3.300 0.852 3.426
C16 -4.375 -0.170 3.102
C17 -2.125 0.213 4.199
O5 -1.882 -0.975 4.162
N4 -1.395 1.122 4.871
C18 -0.100 0.801 5.445
C19 0.996 1.395 4.598
C20 1.665 0.627 3.653
C21 2.621 1.194 2.826
C22 2.892 2.545 2.958
F1 3.809 3.113 2.149
C23 2.240 3.335 3.888
C24 1.289 2.750 4.704
C25 -2.216 2.823 -0.382
C26 -1.354 3.122 -1.611
H1 4.312 -2.311 -0.782
H2 3.417 -1.877 0.691
H3 2.522 -2.213 -0.813
H4 3.215 -1.129 -2.890
H5 4.303 0.273 -3.043
H6 2.201 0.812 -4.180
H7 2.323 1.788 -2.714
H8 0.953 -0.239 -1.622
H9 -0.124 -0.597 -4.291
H10 -0.519 -4.523 -6.030
H11 -2.075 -4.259 -5.244
H12 -1.294 -5.844 -5.142
H13 0.850 -6.083 -3.775
H14 1.473 -4.696 -2.874
H15 1.581 -4.724 -4.641
H16 -0.748 -4.326 -1.751
H17 -2.213 -4.139 -2.725
H18 -1.431 -5.721 -2.595
H19 1.017 3.274 -0.473
H20 1.471 1.574 -0.633
H21 -0.510 0.894 0.675
H22 0.500 2.014 1.595
H23 -0.958 3.905 0.985
H24 -2.675 0.766 1.421
H25 -3.706 1.690 4.002
H26 -5.117 0.254 2.431
H27 -4.865 -0.488 4.018
H28 -3.921 -1.046 2.642
H29 -1.588 2.104 4.704
H30 -0.027 -0.288 5.476
H31 -0.058 1.201 6.463
H32 1.430 -0.422 3.557
H33 3.142 0.619 2.077
H34 2.475 4.384 3.961
H35 0.767 3.355 5.430
H36 -2.656 1.830 -0.500
H37 -3.027 3.549 -0.319
H38 -0.950 4.137 -1.548
H39 -1.939 3.023 -2.526

As for the gap between HOMO and LUMO: 9.19 eV. As for the charge: 0. The value obtained for the energy above the lowest of the compared OMol25 structures with the same formula, charge and spin is 0.256 eV. Its HOMO energy is -8.625 eV. As for the SMILES: CSCC[C@H](NC(=O)OC(C)(C)C)C(=O)N1CCC(C(=O)N[C@@H](C)C(=O)NCc2ccc(F)cc2)CC1. Its total energy is -57349.3466 eV.

Löwdin population analysis, charges in e, atoms 1 to 2: number 1, C, carries -0.38; number 2, S, carries 0.82

The following is a DFT calculation (ωB97M-V/def2-TZVPD) of a single C26H39FN4O5S molecule.

CARTESIAN COORDINATES (ANGSTROEM)
C1 3.457 -2.425 -1.726
S1 4.527 -2.559 -0.263
C2 5.291 -0.892 -0.223
C3 4.744 -0.060 0.928
C4 3.260 0.251 0.741
N1 3.059 1.192 -0.346
C5 1.898 1.146 -1.050
O1 1.157 0.184 -1.041
O2 1.731 2.263 -1.761
C6 0.564 2.426 -2.610
C7 -0.707 2.372 -1.762
C8 0.741 3.815 -3.221
C9 0.542 1.358 -3.702
C10 2.681 0.885 2.012
O3 2.948 2.048 2.268
N2 1.891 0.136 2.810
C11 1.320 -1.159 2.503
C12 -0.078 -0.970 1.906
C13 -0.955 -0.199 2.904
C14 -2.352 -0.014 2.331
O4 -3.272 -0.759 2.634
N3 -2.518 1.008 1.473
C15 -3.810 1.340 0.891
C16 -3.863 2.816 0.534
C17 -4.019 0.450 -0.352
O5 -3.893 0.860 -1.487
N4 -4.333 -0.815 -0.021
C18 -4.313 -1.891 -0.994
C19 -2.982 -2.598 -0.945
C20 -1.845 -1.927 -1.383
C21 -0.597 -2.509 -1.285
C22 -0.502 -3.779 -0.745
F1 0.715 -4.361 -0.643
C23 -1.614 -4.473 -0.305
C24 -2.855 -3.869 -0.401
C25 -0.274 1.109 3.320
C26 1.135 0.820 3.844
H1 2.781 -1.582 -1.622
H2 4.072 -2.321 -2.615
H3 2.893 -3.351 -1.769
H4 5.093 -0.418 -1.183
H5 6.363 -1.045 -0.106
H6 5.299 0.878 1.008
H7 4.871 -0.611 1.862
H8 2.723 -0.654 0.461
H9 3.487 2.100 -0.230
H10 -0.815 1.389 -1.311
H11 -1.578 2.556 -2.385
H12 -0.659 3.127 -0.979
H13 1.656 3.852 -3.805
H14 0.805 4.563 -2.435
H15 -0.102 4.046 -3.864
H16 0.412 0.372 -3.267
H17 -0.283 1.552 -4.382
H18 1.475 1.377 -4.262
H19 1.246 -1.715 3.444
H20 1.957 -1.733 1.834
H21 0.009 -0.426 0.962
H22 -0.525 -1.941 1.693
H23 -1.081 -0.826 3.794
H24 -1.723 1.519 1.124
H25 -4.569 1.087 1.639
H26 -3.593 3.426 1.392
H27 -4.869 3.077 0.216
H28 -3.186 3.020 -0.291
H29 -4.267 -1.077 0.958
H30 -4.468 -1.435 -1.975
H31 -5.131 -2.581 -0.776
H32 -1.943 -0.938 -1.803
H33 0.289 -1.982 -1.598
H34 -1.500 -5.462 0.111
H35 -3.731 -4.394 -0.052
H36 -0.174 1.786 2.469
H37 -0.862 1.611 4.090
H38 1.097 0.186 4.733
H39 1.653 1.750 4.083

As for the gap between HOMO and LUMO: 9.29 eV. As for the charge: 0. The value obtained for the energy above the lowest of the compared OMol25 structures with the same formula, charge and spin is 0.000 eV. Its HOMO energy is -8.610 eV. As for the SMILES: CSCC[C@H](NC(=O)OC(C)(C)C)C(=O)N1CCC(C(=O)N[C@@H](C)C(=O)NCc2ccc(F)cc2)CC1. Its total energy is -57349.6029 eV.

Löwdin population analysis, charges in e, atoms 1 to 2: number 1, C, carries -0.39; number 2, S, carries 0.81

The following is a DFT calculation (ωB97M-V/def2-TZVPD) of a single C26H39N3O5 molecule.

CARTESIAN COORDINATES (ANGSTROEM)
C1 -5.614 5.838 4.530
O1 -4.624 5.040 5.129
C2 -4.243 3.882 4.501
C3 -4.729 3.491 3.259
C4 -4.288 2.326 2.664
C5 -3.334 1.531 3.275
C6 -2.854 0.277 2.597
N1 -2.425 0.559 1.234
C7 -2.177 -0.650 0.476
C8 -1.869 -0.279 -0.978
N2 -0.718 0.590 -1.026
C9 0.516 0.315 -1.500
O2 1.440 1.098 -1.366
C10 0.706 -1.019 -2.219
C11 0.861 -2.185 -1.235
C12 1.877 -3.108 -1.900
O3 2.103 -4.259 -1.596
N3 2.481 -2.416 -2.882
C13 3.537 -2.982 -3.698
C14 4.869 -2.285 -3.388
C15 5.991 -2.565 -4.391
C16 6.040 -4.000 -4.922
C17 5.181 -4.197 -6.171
C18 3.676 -4.204 -5.918
C19 3.154 -2.970 -5.183
C20 2.029 -1.048 -2.997
C21 -0.929 1.789 -0.239
C22 -1.249 1.411 1.204
C23 -2.836 1.909 4.522
O4 -1.923 1.080 5.134
C24 -0.659 1.646 5.429
C25 -3.307 3.067 5.161
O5 -2.776 3.333 6.396
C26 -3.578 3.953 7.378
H1 -5.774 6.667 5.218
H2 -6.552 5.290 4.401
H3 -5.284 6.232 3.563
H4 -5.456 4.098 2.745
H5 -4.669 2.033 1.699
H6 -2.051 -0.180 3.196
H7 -3.682 -0.436 2.541
H8 -3.072 -1.275 0.507
H9 -1.331 -1.230 0.890
H10 -1.717 -1.179 -1.568
H11 -2.726 0.271 -1.384
H12 -0.126 -1.200 -2.904
H13 -0.062 -2.721 -1.022
H14 1.289 -1.846 -0.289
H15 3.593 -4.025 -3.366
H16 4.707 -1.205 -3.353
H17 5.182 -2.602 -2.391
H18 6.937 -2.332 -3.896
H19 5.905 -1.886 -5.241
H20 7.073 -4.233 -5.190
H21 5.740 -4.701 -4.143
H22 5.449 -5.149 -6.636
H23 5.422 -3.407 -6.887
H24 3.170 -4.280 -6.884
H25 3.410 -5.092 -5.340
H26 2.063 -2.976 -5.250
H27 3.515 -2.062 -5.668
H28 1.901 -0.767 -4.045
H29 2.734 -0.350 -2.529
H30 -0.021 2.391 -0.290
H31 -1.768 2.347 -0.665
H32 -1.462 2.313 1.781
H33 -0.373 0.905 1.650
H34 -0.741 2.485 6.122
H35 -0.079 0.846 5.887
H36 -0.161 1.981 4.512
H37 -3.089 3.736 8.328
H38 -4.588 3.538 7.388
H39 -3.632 5.034 7.233

As for the gap between HOMO and LUMO: 8.94 eV. As for the charge: 0. The value obtained for the energy above the lowest of the compared OMol25 structures with the same formula, charge and spin is 0.458 eV. Its HOMO energy is -8.249 eV. As for the SMILES: COc1ccc(CN2CCN(C(=O)[C@@H]3CC(=O)N(C4CCCCCC4)C3)CC2)c(OC)c1OC. Its total energy is -42302.6742 eV.

Löwdin population analysis, charges in e, atoms 1 to 2: number 1, C, carries -0.08; number 2, O, carries -0.11